ORCA calculation (ωB97M-V with the def2-TZVPD basis set) on a structure of composition C18H9I2IrN3O4S4 in a non-equilibrium geometry.

```
41
C18H9I2IrN3O4S4 | the Open Molecules 2025 dataset | ωB97M-V with the def2-TZVPD basis set
Ir 8.393 10.739 12.898
O 10.038 9.794 14.353
N 9.750 9.925 15.577
N 8.503 9.878 15.763
O 7.583 9.727 14.882
C 8.043 10.005 17.144
C 8.853 10.163 18.252
C 8.271 10.275 19.522
C 6.905 10.269 19.708
C 6.083 10.194 18.591
C 6.688 10.118 17.330
H 9.964 10.275 18.209
H 8.957 10.388 20.381
H 6.544 10.353 20.764
H 5.041 10.127 18.772
H 6.061 10.033 16.412
I 8.612 11.830 7.505
C 8.754 9.954 8.437
C 8.741 8.734 7.769
C 8.692 7.486 8.460
I 8.510 5.688 7.322
C 8.708 7.447 9.819
C 8.909 6.296 10.603
C 9.124 6.387 11.959
C 9.009 7.601 12.614
N 8.789 8.696 11.927
C 8.696 8.702 10.590
C 8.686 9.972 9.887
O 8.581 11.063 10.562
H 8.657 8.619 6.681
H 8.955 5.315 10.221
H 9.441 5.441 12.532
H 8.987 7.728 13.720
O 3.952 15.316 15.085
C 4.777 14.618 14.602
S 4.215 13.043 13.879
C 5.886 12.422 13.671
C 6.886 13.212 14.121
S 8.561 12.849 13.924
S 6.528 14.794 14.671
S 6.026 11.024 12.736
```

Calculated values
- 2S+1: 5
- LUMO energy (spin up / spin down): 2.039 / 0.940 eV
- Charge: -1

ORCA calculation (ωB97M-V with the def2-TZVPD basis set) on a structure of composition C19H10AgCl6N3O6 in a non-equilibrium geometry.

```
45
C19H10AgCl6N3O6 | the Open Molecules 2025 dataset | ωB97M-V with the def2-TZVPD basis set
Ag -0.700 -0.325 1.165
N -1.889 -1.194 3.158
C -1.791 -2.638 3.326
C -0.469 -3.217 2.688
O -0.092 -4.305 3.133
O 0.045 -2.540 1.779
H -1.107 -0.741 3.625
H -2.749 -0.848 3.575
H -2.616 -3.114 2.781
H -1.846 -2.956 4.382
O 3.529 4.016 1.837
C 3.608 3.542 0.625
O 4.291 4.066 -0.237
C 2.853 2.292 0.333
C 2.967 1.554 -0.836
Cl 3.925 1.972 -2.174
N 2.163 0.457 -0.741
N 1.528 0.485 0.445
C 1.918 1.556 1.109
C 1.357 1.813 2.493
O 1.961 2.665 3.206
O 0.368 1.170 2.843
C 1.936 -0.637 -1.594
C 2.668 -0.871 -2.757
C 2.414 -2.003 -3.513
C 1.430 -2.904 -3.137
C 0.698 -2.666 -1.986
C 0.949 -1.549 -1.219
H 2.860 3.436 2.477
H 3.439 -0.189 -3.074
H 3.000 -2.180 -4.408
H 1.243 -3.788 -3.731
H -0.074 -3.342 -1.655
H 0.395 -1.394 -0.298
Cl -0.983 2.915 0.066
C -2.244 1.924 -0.580
C -2.172 0.545 -0.358
C -3.244 -0.164 -0.910
Cl -3.256 -1.880 -0.694
C -4.295 0.418 -1.607
Cl -5.579 -0.536 -2.261
C -4.308 1.794 -1.794
Cl -5.595 2.549 -2.659
C -3.265 2.555 -1.280
Cl -3.271 4.261 -1.543
```

Calculated values
- Energy relative to the best compared isomer or geometry (same formula, charge and spin): 0.0 kcal/mol
- LUMO energy: 4.041 eV
- Charge: -2

ORCA calculation (ωB97M-V with the def2-TZVPD basis set) on the molecule C19H10N8O2 in a non-equilibrium geometry.

```
39
C19H10N8O2 | the Open Molecules 2025 dataset | ωB97M-V with the def2-TZVPD basis set
N 1.638 -4.367 -3.672
C 0.823 -3.804 -3.048
C -0.223 -3.174 -2.279
C -1.478 -3.785 -2.051
C -2.472 -3.105 -1.309
C -2.222 -1.840 -0.715
C -3.299 -1.103 -0.066
C -3.057 0.158 0.412
C -4.078 0.933 1.109
O -5.237 0.599 1.208
N -3.725 2.124 1.668
C -2.542 2.717 1.306
O -2.417 3.878 1.612
N -1.532 2.001 0.603
C -1.739 0.768 0.231
N -0.685 0.069 -0.426
C 0.615 0.618 -0.393
C 0.999 1.555 -1.335
C 2.270 2.206 -1.236
C 3.128 1.949 -0.178
C 2.724 1.054 0.825
C 3.557 0.860 1.986
N 3.195 0.393 3.142
N 4.293 0.437 3.989
N 5.338 0.847 3.373
N 4.888 1.072 2.111
C 1.464 0.367 0.704
C -0.967 -1.231 -0.936
C -0.020 -1.894 -1.732
H -1.644 -4.767 -2.484
H -3.453 -3.567 -1.113
H -4.270 -1.579 0.094
H -4.498 2.688 2.003
H 0.380 1.774 -2.187
H 2.622 2.934 -1.999
H 4.072 2.473 -0.161
H 5.468 1.510 1.375
H 1.129 -0.353 1.448
H 0.954 -1.413 -1.881
```

Calculated values
- Energy relative to the best compared isomer or geometry (same formula, charge and spin): 0.0 kcal/mol
- LUMO energy: -1.749 eV

ORCA calculation (ωB97M-V with the def2-TZVPD basis set) on a structure of composition C19H11BrCl5IrNO2S in a non-equilibrium geometry.

```
41
C19H11BrCl5IrNO2S | the Open Molecules 2025 dataset | ωB97M-V with the def2-TZVPD basis set
Ir -2.193 -0.281 -0.795
C 0.025 -1.967 4.189
C -0.853 -1.011 3.446
C -1.526 0.050 4.048
C -2.345 0.894 3.304
C -2.453 0.641 1.960
Br -3.517 1.636 0.734
N -1.803 -0.357 1.362
C -1.027 -1.171 2.073
H 0.102 -1.717 5.244
H 1.027 -1.978 3.758
H -0.368 -2.981 4.102
H -1.419 0.226 5.111
H -2.879 1.716 3.760
H -0.534 -1.969 1.530
Cl 0.830 -1.904 -2.182
C -0.571 -2.840 -1.871
C -1.735 -2.217 -1.444
C -2.822 -3.018 -1.163
Cl -4.204 -2.125 -0.603
C -2.826 -4.393 -1.282
Cl -4.213 -5.297 -0.884
C -1.647 -5.012 -1.729
Cl -1.589 -6.702 -1.891
C -0.519 -4.233 -2.026
Cl 0.917 -4.980 -2.557
O 5.094 5.012 -1.194
C 4.271 4.754 -2.205
O 4.410 5.215 -3.296
C 3.092 3.841 -1.936
C 2.738 2.938 -2.945
C 1.657 2.108 -2.778
C 0.903 2.208 -1.594
S -0.407 1.106 -1.380
C 1.227 3.143 -0.593
C 2.327 3.952 -0.769
H 4.928 4.504 -0.393
H 3.330 2.904 -3.849
H 1.378 1.399 -3.546
H 0.619 3.224 0.297
H 2.577 4.684 -0.011
```

Calculated values
- 2S+1: 2
- Energy relative to the best compared isomer or geometry (same formula, charge and spin): 43.7 kcal/mol
- LUMO energy (spin up / spin down): -9.258 / -9.410 eV
- Charge: +2

Number 1: E_tot -3448.956561 Eh. Number 2: E_tot -4254.027844 Eh. Number 3: E_tot -1318.580730 Eh. Number 4: E_tot -6312.657837 Eh.